[1]
{"formula": "C25H12F4GaN6O2", "method": "ωB97M-V with the def2-TZVPD basis set", "total_charge": 1, "homo_lumo_gap_ha": 0.226, "e_tot_ev": -102389.53693, "de_lowest_kcal_mol": 3.11, "lumo_energy_ev": -5.688, "elements": ["Ga", "N", "C", "C", "O", "O", "H", "H", "H", "H", "C", "C", "C", "C", "N", "C", "C", "C", "C", "C", "C", "C", "H", "H", "H", "H", "H", "H", "H", "H", "F", "C", "C", "F", "C", "C", "C", "F", "C", "C", "C", "N", "C", "N", "F", "C", "C", "N", "C", "N"], "coordinates": [[-0.75146, -1.69242, 0.98732], [-0.69537, -3.43327, 2.07278], [-1.09112, -3.03538, 3.45616], [-1.78815, -1.66921, 3.48519], [-2.38631, -1.31468, 4.45418], [-1.62721, -0.93077, 2.38788], [-1.37528, -4.08190, 1.68311], [0.19790, -3.91673, 2.07246], [-0.19316, -2.94665, 4.06658], [-1.73867, -3.77687, 3.91558], [0.43110, 2.46694, 3.17929], [1.72598, 2.78388, 2.56280], [2.34594, 1.86186, 1.57300], [1.29954, 1.08170, 0.77235], [-0.05096, 1.48559, 1.09602], [-0.44409, 1.81676, 2.43001], [1.56691, -0.08402, -0.11078], [2.64572, 0.02715, -0.98663], [2.94204, -0.98446, -1.88747], [2.16247, -2.13024, -1.91756], [1.09696, -2.25299, -1.03656], [0.77864, -1.24381, -0.12173], [0.22345, 2.77502, 4.19312], [2.42560, 3.37076, 3.14116], [3.40344, 1.64353, 1.53363], [-1.43905, 1.51543, 2.71421], [3.24934, 0.92804, -0.97916], [3.77455, -0.87169, -2.56874], [2.37786, -2.92167, -2.62271], [0.50069, -3.16045, -1.08085], [-1.16170, 0.35394, -4.70394], [-1.32818, 0.83464, -3.48146], [-0.60985, 1.90475, -3.06291], [0.27095, 2.44231, -3.87564], [-0.62758, 2.31435, -1.67048], [-1.78445, 1.85820, -0.92141], [-2.46237, 0.77816, -1.32883], [-3.50202, 0.32629, -0.62269], [-2.08783, 0.07819, -2.53141], [-2.37651, -1.27960, -2.65021], [-2.40097, -1.91169, -1.39437], [-2.21080, -2.28320, -0.31320], [-2.19763, -2.09317, -3.80615], [-2.04124, -2.75055, -4.73507], [-2.18679, 2.55186, 0.12282], [0.47394, 2.78752, -1.01872], [0.74956, 2.46046, 0.36830], [1.81064, 3.17161, 1.12093], [1.58921, 3.36217, -1.71491], [2.51633, 3.78430, -2.24532]], "mulliken_charge": [0.214, -0.295, -0.563, 0.521, -0.568, -0.280, 0.356, 0.342, 0.300, 0.390, -1.175, 0.024, -0.711, 1.499, 0.307, -0.441, -0.228, -0.995, -0.932, -0.877, -0.722, 0.791, 0.487, 0.567, 0.493, 0.685, 0.449, 0.464, 0.447, 0.458, -0.301, 0.039, -0.314, -0.285, 0.146, 1.088, 0.247, -0.430, 0.602, 0.146, 0.397, -0.248, -0.029, -0.414, -0.377, 0.231, 1.354, -0.935, -0.456, -0.464]}

***

[2]
{"formula": "C2H5N", "method": "ωB97M-V with the def2-TZVPD basis set", "total_charge": 0, "homo_lumo_gap_ha": 0.398, "e_tot_ev": -3643.94557, "de_lowest_kcal_mol": 13.11, "lumo_energy_ev": 1.275, "elements": ["H", "N", "C", "C", "H", "H", "H", "H"], "coordinates": [[-2.49166, 0.03575, 0.02822], [-1.63766, -0.23746, 0.31962], [-0.58867, 0.32659, -0.10443], [0.70153, -0.40130, 0.03409], [-0.68366, 1.34712, -0.61260], [0.42202, -1.28404, 0.50196], [1.47777, 0.04856, 0.72213], [1.06093, -0.35540, -0.95724]], "mulliken_charge": [0.235, -0.564, 0.080, -0.880, 0.314, 0.283, 0.268, 0.264]}

***

[3]
{"formula": "C4H10N2O", "method": "ωB97M-V with the def2-TZVPD basis set", "total_charge": 0, "homo_lumo_gap_ha": 0.377, "e_tot_ev": -9337.77754, "de_lowest_kcal_mol": 27.90, "lumo_energy_ev": 0.771, "elements": ["N", "C", "C", "C", "N", "C", "O", "H", "H", "H", "H", "H", "H", "H", "H", "H", "H"], "coordinates": [[-1.95254, 0.59514, -0.71553], [-1.31796, -0.66082, -0.36070], [0.15039, -0.82301, -0.80819], [1.13485, 0.28701, -0.48822], [1.48983, 0.44074, 0.90767], [0.67507, 0.45158, 1.98278], [1.08147, 0.41377, 3.12610], [-1.38718, 1.38387, -0.42947], [-2.20115, 0.67950, -1.69512], [-1.40497, -0.82812, 0.71820], [-1.87063, -1.46582, -0.83794], [0.52003, -1.78091, -0.44241], [0.12001, -0.94720, -1.89260], [0.82999, 1.21624, -0.99063], [2.06792, 0.03664, -0.99452], [2.47109, 0.45534, 1.13922], [-0.40622, 0.54603, 1.78137]], "mulliken_charge": [-0.502, -0.818, -0.353, -0.759, -0.069, 0.042, -0.590, 0.242, 0.237, 0.344, 0.367, 0.304, 0.361, 0.275, 0.355, 0.226, 0.337]}

***

[4]
{"formula": "C2H5BrO5", "method": "ωB97M-V with the def2-TZVPD basis set", "total_charge": 0, "homo_lumo_gap_ha": 0.305, "e_tot_ev": -82432.53115, "de_lowest_kcal_mol": 55.37, "lumo_energy_ev": 0.222, "elements": ["C", "C", "O", "O", "O", "O", "O", "Br", "H", "H", "H", "H", "H"], "coordinates": [[-0.12705, -0.10687, 1.18685], [0.05145, -0.17614, -1.17864], [1.13205, 0.01658, 1.53586], [-0.99881, 0.96999, 1.21493], [-0.61126, -1.21815, 1.67809], [0.87859, -1.02904, -1.71918], [-1.04382, -0.14348, -1.93244], [0.89634, 2.00970, -0.96226], [1.45110, 0.77464, 1.09432], [-0.61185, 1.89408, 1.08592], [-0.02159, -1.84188, 2.11019], [0.81759, -1.18286, -2.66515], [-1.81274, 0.03342, -1.44848]], "mulliken_charge": [0.493, 0.473, -0.463, -0.449, -0.483, -0.402, -0.483, -0.556, 0.396, 0.438, 0.354, 0.343, 0.338]}